Entry 1:
# C4H9NO2

A single C4H9NO2 molecule in a non-equilibrium geometry (ωB97M-V/def2-TZVPD, the Open Molecules 2025 dataset).

Each line ends with the Mulliken charge.
CARTESIAN COORDINATES (ANGSTROEM)
C: -1.4799 -0.3337 -1.5179  -1.42
C: -0.7020 1.3767 0.1493  -0.20
H: 2.6599 0.4296 0.7518  0.34
H: -1.7077 1.3074 0.7184  0.29
O: 2.3190 -0.4810 0.5677  -0.50
H: 0.3794 -1.8721 0.1489  0.26
C: 1.1549 -0.5125 1.4301  -0.39
C: -0.2881 0.0575 -0.6102  0.66
H: 0.9723 0.5914 1.7578  0.27
H: -2.3390 -0.7927 -0.9475  0.31
O: -0.0932 2.4669 0.0037  -0.50
H: -1.0594 -1.0651 -2.1212  0.39
H: 1.3586 -1.0604 2.3057  0.31
H: -1.8325 0.5274 -1.9687  0.44
N: 0.0217 -0.9868 0.5428  -0.53
H: 0.6360 0.3474 -1.2108  0.27

Atoms 1-2, force components in eV/Å:
0.3026 -1.2005 3.6883
0.9163 2.1180 -1.1105

Values from the calculation:
**Total energy**: -9877.123 eV
**Structure (SMILES)**: C[C@@H](C=O)NCO
**HOMO level**: -9.7476 eV
**LUMO**: 0.86 eV
**Gap between HOMO and LUMO**: 0.390 hartree

Entry 2:
# C8H11ClO2

A single C8H11ClO2 molecule in a non-equilibrium geometry (ωB97M-V/def2-TZVPD, the Open Molecules 2025 dataset).

Each line ends with the Mulliken charge.
CARTESIAN COORDINATES (ANGSTROEM)
H: 1.5078 -0.8142 -2.3158  0.37
O: -1.6354 -2.5107 0.0331  -0.53
C: 0.7622 -1.1362 -1.5008  -0.82
C: -1.3792 -1.4327 -0.3583  -0.16
H: 1.1409 1.6457 -0.8707  0.34
C: 0.6736 0.8336 -0.1653  -0.98
H: 2.5355 -0.4093 -0.5101  0.33
H: -1.1727 -0.8327 -2.4498  0.35
O: -1.1646 1.9384 -1.2149  -0.57
H: 0.8223 -2.2842 -1.5550  0.31
C: -1.7703 -0.0566 0.3296  1.21
H: -1.7489 1.7951 -1.9598  0.39
H: -2.2430 -0.9821 2.0729  0.30
H: -2.1426 1.0263 2.1732  0.32
H: -0.7013 -0.0086 2.1753  0.40
C: -0.6501 -0.6796 -1.4919  0.15
C: -1.6945 0.0557 1.7880  -1.38
C: -0.7402 0.6529 -0.7267  0.18
H: 1.1527 -1.0139 0.6972  0.28
Cl: -3.4413 0.2868 -0.1676  -0.23
C: 1.3647 -0.5444 -0.2436  -0.59
H: 0.5648 1.2346 0.9201  0.31

Atoms 1-2, force components in eV/Å:
-1.8556 -0.1050 0.5529
0.3228 -1.6238 -0.2674

Values from the calculation:
**Total energy**: -25089.942 eV
**Structure (SMILES)**: C[C@]1(Cl)C(=O)[C@@H]2CCC[C@@]21O
**HOMO level**: -9.4129 eV
**LUMO**: 0.54 eV
**Gap between HOMO and LUMO**: 0.366 hartree

Entry 3:
# C33H21Cl5F6FeN2O4P2S5

C33H21Cl5F6FeN2O4P2S5 as an isolated structure (ωB97M-V/def2-TZVPD, the Open Molecules 2025 dataset).

Each line ends with the Mulliken charge.
CARTESIAN COORDINATES (ANGSTROEM)
H: 0.7029 1.8323 2.1319  0.21
N: -1.0264 -0.9805 -4.8135  -0.70
C: 3.8268 1.2106 3.2761  -0.70
C: 3.7602 -1.7691 -1.6424  1.80
H: -6.6783 1.5309 0.4728  0.38
H: -0.3934 -5.3969 3.3762  0.36
C: -3.4186 0.5638 0.4964  0.47
S: 1.1175 2.1797 -0.7735  -0.35
S: 1.1235 4.3906 -2.7867  -0.43
C: -1.9835 2.7486 2.3877  -0.29
H: 0.1307 -3.4099 -0.3678  -0.10
C: 3.1235 -0.5019 1.7423  -0.66
C: 4.0855 0.0332 2.5821  -0.49
F: -1.2157 -2.1941 -1.9010  -0.06
C: -4.8884 -1.2772 1.0609  -0.58
F: -2.1454 -3.2608 -3.5265  -0.26
N: -0.7986 0.1393 0.8984  0.04
Fe: 1.3676 0.0727 -1.7282  -0.09
C: -1.4967 5.1373 1.0695  -0.64
H: -1.6867 6.0653 2.9959  0.35
C: 3.3775 -0.4560 -1.3614  -1.43
Cl: 2.5584 -3.0482 -1.6253  -0.22
C: -1.5161 3.9425 0.3588  -0.34
C: -3.6106 -0.7720 0.8425  -0.46
H: -1.2753 6.0616 0.5511  0.42
C: -1.7678 2.7388 1.0119  0.46
F: -3.4307 1.5018 -3.2075  -0.22
H: -2.1888 1.8210 2.9145  0.26
F: -3.7639 0.1278 -4.8473  -0.25
H: -0.3529 -5.4529 0.8990  0.45
Cl: 4.2791 2.0127 -0.6051  -0.07
H: -2.7510 -1.4266 0.9304  0.34
Cl: 7.7304 -1.7588 -2.1882  -0.24
C: 0.3912 -2.1729 1.3528  0.76
Cl: 7.1067 1.1673 -1.3496  -0.24
C: 0.1267 -3.3740 0.7051  0.08
C: 0.3656 -2.1570 2.7500  -0.53
C: -0.9696 -2.9142 -2.9952  0.66
H: -6.9926 -0.8492 1.0981  0.35
H: -5.0127 -2.3211 1.3240  0.39
H: 0.5919 -1.2378 3.2802  0.39
C: -1.7156 5.1358 2.4394  -0.40
C: 5.0665 -2.1996 -1.8972  -0.58
C: 2.6049 1.8454 3.1230  -0.53
C: -1.9559 3.9365 3.1029  -0.72
C: 4.4818 0.4067 -1.2304  1.37
H: -1.0104 0.0598 1.8883  0.48
C: -5.8191 0.8798 0.5839  -0.57
F: -0.3352 -4.0376 -2.6321  -0.25
H: 2.4025 2.7743 3.6422  0.43
C: -3.0311 0.3486 -3.7497  0.51
S: 2.1282 1.5776 -3.3371  -0.38
O: -1.1683 1.4969 -5.1202  -0.73
H: -4.4206 2.4208 0.0873  0.39
S: -1.2438 0.4551 -4.1506  1.13
C: 1.4447 2.8061 -2.3533  0.10
H: -2.1210 3.9284 4.1740  0.39
O: 1.1223 -1.3459 -3.5462  -0.67
H: 5.0458 -0.4581 2.6808  0.43
S: 0.0266 -1.9877 -4.2350  1.01
H: 3.3333 -1.4156 1.1976  0.38
O: 0.3312 -3.0084 -5.1905  -0.73
C: 1.8933 0.1346 1.5806  0.63
C: -0.1547 -4.5283 1.4275  -0.86
C: 6.0971 -1.2787 -1.8513  0.57
H: 0.0650 -3.2667 4.5577  0.41
C: 1.6397 1.3092 2.2769  -0.29
C: 5.8015 0.0297 -1.4884  -0.35
P: -1.7627 1.2138 -0.0163  0.05
H: 4.5835 1.6355 3.9248  0.33
C: -5.9970 -0.4551 0.9334  -0.46
F: -3.2811 -0.6339 -2.8813  -0.21
C: -0.1791 -4.4967 2.8123  -0.54
C: 0.0787 -3.3034 3.4748  -0.85
P: 0.6719 -0.5856 0.4285  0.22
Cl: 5.4314 -3.8595 -2.2600  -0.24
C: -4.5456 1.3795 0.3660  -0.63
H: -1.2755 3.9347 -0.6995  0.32
O: -0.6352 0.6051 -2.8524  0.03

Atoms 1-2, force components in eV/Å:
-0.0176 -0.0007 0.0176
0.0434 0.2989 0.0769

Values from the calculation:
**Total energy**: -231793.572 eV
**Net charge**: -2
**HOMO level (alpha / beta)**: -2.0794 / -2.0497 eV
**LUMO (alpha / beta)**: 3.97 / 3.97 eV
**Gap between HOMO and LUMO (alpha / beta)**: 0.222 / 0.221 hartree

Entry 4:
# C8H14N3O

A 2-piece molecular cluster, C8H14N3O overall in a non-equilibrium geometry (ωB97M-V/def2-TZVPD, the Open Molecules 2025 dataset).

Each line ends with the Mulliken charge.
CARTESIAN COORDINATES (ANGSTROEM)
H: -1.0170 -0.6234 2.9297  0.47
H: -0.8825 3.6778 -3.8177  0.24
C: 1.3137 -0.0285 0.6009  -0.79
H: 0.6411 3.1440 -4.6381  0.25
H: 1.3994 -1.9702 -0.3659  0.41
N: 0.1469 2.2354 -2.9070  -0.04
H: -0.0437 -2.8860 1.1293  0.34
H: 0.6339 -0.9987 2.8023  0.38
C: 0.1762 0.4005 1.4319  -0.11
H: 0.6263 1.2120 1.9755  0.83
H: -0.6417 -2.1176 -0.8724  0.35
C: 0.9768 -0.9873 -0.4973  -0.72
N: 0.3381 1.5602 -1.9987  -0.17
H: -1.8889 -0.0852 -1.2693  0.48
H: 1.1096 -0.4430 -1.3995  0.42
C: -0.2764 -0.7950 2.2100  -0.97
H: -1.6012 -2.1649 1.3161  0.42
H: -1.0356 2.4345 1.2279  0.42
H: 2.0215 -0.4367 1.3311  0.48
N: -0.5292 -1.3269 -0.2653  -0.06
H: 1.6619 0.9496 0.1566  0.32
C: -0.6517 -1.8923 1.1144  -0.59
C: -1.3131 -0.1159 -0.4066  -0.86
C: -0.9223 0.8334 0.4702  0.29
C: -0.0189 3.0531 -3.8122  -0.32
O: -1.5796 2.0120 0.5543  -0.49

Atoms 1-2, force components in eV/Å:
-1.5312 0.1742 0.6025
-0.5558 0.1612 0.2520

Values from the calculation:
**Total energy**: -15030.540 eV
**Net charge**: +1
**HOMO level**: -11.7658 eV
**LUMO**: -2.71 eV
**Gap between HOMO and LUMO**: 0.333 hartree

Entry 5:
# C14H18AgN6O4S2Se

C14H18AgN6O4S2Se as an isolated structure (ωB97M-V/def2-TZVPD, the Open Molecules 2025 dataset).

Each line ends with the Mulliken charge.
CARTESIAN COORDINATES (ANGSTROEM)
C: -2.2194 -0.0860 2.2542  0.38
N: 0.0437 2.2138 -1.5972  -0.07
H: -2.0811 1.8976 -0.4594  0.30
O: 1.8161 -2.3911 -1.6158  -0.78
C: -3.9495 -1.7856 2.2586  -0.75
Ag: 1.2879 -2.3461 0.7475  0.64
H: 1.0807 3.7196 -2.5396  0.39
H: -2.4633 0.3912 -1.1615  0.21
C: -2.8367 0.5941 3.2896  -0.75
H: 4.1611 0.9628 -1.5959  0.35
C: -0.9512 0.2632 1.5222  -0.03
C: 1.2070 2.6464 -2.3705  -0.83
C: 3.9211 -3.5136 2.6212  0.19
H: -5.4758 -1.4979 3.7340  0.39
H: -4.5046 0.5739 4.6316  0.38
H: -1.4611 -0.1540 -3.1226  0.30
O: 1.4968 -0.8679 -3.2262  -0.86
H: -0.0082 2.5120 -0.6263  0.10
C: -2.7799 -1.2481 1.7623  0.17
H: -2.3937 1.5048 3.6703  0.43
C: 2.5591 2.4005 -1.6944  -0.63
C: -4.5618 -1.1075 3.3053  -0.46
H: 3.0766 0.7685 -2.9685  0.29
N: -2.0526 1.3151 -1.2860  -0.49
H: 3.2580 3.1287 -2.1156  0.41
H: 1.4074 0.3271 -0.7696  -0.93
S: -0.1756 1.7286 1.7774  -0.47
H: 3.2016 0.0747 0.7401  0.20
H: -4.3639 -2.6994 1.8546  0.45
C: 2.3457 -0.0993 -1.1370  1.60
C: -0.8776 1.3217 -1.9544  0.52
S: -1.7390 -1.7999 0.4483  1.21
N: -0.7031 0.4971 -2.9778  -0.39
C: 1.8659 -1.2384 -2.0725  0.55
H: 0.2559 0.0512 -3.1139  0.20
C: 3.1118 0.9933 -1.9015  -1.05
O: -1.2285 -3.1174 0.6922  -0.74
N: 3.0046 -0.6323 0.0443  -0.37
N: 4.9742 -3.9148 2.3555  -0.59
N: -0.5887 -0.6604 0.6466  0.13
C: -4.0102 0.0669 3.8128  -0.52
H: 1.1740 2.1585 -3.3443  0.45
O: -2.4164 -1.5745 -0.8154  -0.73
Se: 2.2650 -2.8816 3.1025  -0.34
H: 2.4722 2.6394 -0.6278  0.30
H: 3.8556 -1.1350 -0.1773  0.25

Atoms 1-2, force components in eV/Å:
0.0305 0.0202 -0.0182
0.0604 0.0283 0.0897

Values from the calculation:
**Total energy**: -122961.023 eV
**Net charge**: -1
**HOMO level**: -4.5171 eV
**LUMO**: 1.87 eV
**Gap between HOMO and LUMO**: 0.235 hartree

Entry 6:
# C7H13BFNO9S

A 3-piece molecular cluster, C7H13BFNO9S overall in a non-equilibrium geometry (ωB97M-V/def2-TZVPD, the Open Molecules 2025 dataset).

Each line ends with the Mulliken charge.
CARTESIAN COORDINATES (ANGSTROEM)
C: -0.7120 3.8585 -3.1721  -0.35
O: -3.1482 -4.9114 3.0258  -0.52
O: 1.1802 1.7133 0.6496  -0.34
H: 3.8972 0.5049 1.8687  0.30
C: 1.2365 4.8416 -2.6402  0.65
C: 0.3037 2.8096 -2.8171  -0.09
H: 0.1566 2.4054 -1.8123  0.07
F: -3.4846 -5.3339 0.5008  -0.24
C: 2.3526 1.9603 1.4280  -0.33
O: 0.2321 -0.1842 -0.1206  -0.65
H: 2.0815 1.9499 2.4863  0.25
C: 1.1566 0.3838 0.3702  0.79
B: -1.3254 -3.0590 1.5150  0.42
N: -2.8134 -2.9307 1.3569  -0.28
O: 2.3185 -0.2117 0.7199  -0.32
H: 0.2795 -4.3417 2.2912  0.27
O: 2.0443 5.6884 -2.4400  -0.52
H: -0.8651 3.9464 -4.2508  0.25
O: -5.1152 -3.9819 1.8607  -0.57
H: -1.0376 -1.2417 1.0617  0.29
O: 1.5326 3.5327 -2.8468  -0.32
H: 3.8628 1.0348 0.1744  0.28
H: -3.1026 -2.5556 0.4528  0.30
S: -3.6757 -4.3140 1.7832  1.08
C: 3.2487 0.8163 1.0516  -0.31
H: -1.0198 -5.3408 1.5591  0.30
H: 0.1667 -4.4713 0.5254  0.30
H: -1.6747 3.6902 -2.6918  0.30
O: -0.1037 5.0558 -2.6911  -0.33
H: 2.7835 2.9296 1.1824  0.31
H: 0.3207 1.9866 -3.5301  0.33
O: -0.6197 -1.8377 1.7014  -0.46
C: -0.4569 -4.3926 1.4480  -0.85

Atoms 1-2, force components in eV/Å:
-0.5069 -0.0129 -0.1856
-0.0979 1.1508 -3.6106

Values from the calculation:
**Total energy**: -41617.910 eV
**Structure (SMILES)**: CB(O)NS(=O)(=O)F.O=C1OCCO1.O=C1OCCO1
**HOMO level**: -11.2406 eV
**LUMO**: 0.10 eV
**Gap between HOMO and LUMO**: 0.417 hartree

Entry 7:
# C32H33F4N6O3PRuS

C32H33F4N6O3PRuS as an isolated structure (ωB97M-V/def2-TZVPD, the Open Molecules 2025 dataset).

Each line ends with the Mulliken charge.
CARTESIAN COORDINATES (ANGSTROEM)
C: -2.8890 -3.3643 4.0157  -1.79
C: 0.1537 2.8044 -6.5174  0.73
H: -0.6608 -1.0743 6.4272  0.28
H: -0.9169 0.9436 5.8079  0.30
H: 0.5368 -2.3521 6.3340  0.53
F: -0.1731 4.8320 -2.1659  -0.36
H: -1.7893 -2.4845 0.8488  0.16
H: -4.4643 -2.6569 1.9249  0.64
H: -2.0174 -3.9325 4.3336  0.28
N: -0.8413 -0.3395 2.0300  -0.12
C: 3.1418 0.2578 -1.7152  -0.12
C: 5.2131 0.1288 -2.8696  -0.57
C: 1.1287 -0.5442 4.4086  -1.81
H: -3.7222 -1.1093 1.5277  0.29
C: -2.4934 4.0907 -0.7180  -0.08
C: 0.0083 -1.6006 4.4055  2.27
F: -1.5878 0.8191 -5.4832  -0.34
C: -1.3725 2.8375 -2.5138  -0.48
P: -1.4272 -0.9768 3.3631  0.83
H: -1.1393 -2.7020 5.9306  0.28
C: -2.3898 0.3460 4.2870  1.90
N: -2.9915 0.7628 -0.0653  -0.68
F: -2.5079 0.8331 -3.0456  -0.39
H: -3.7562 0.6353 5.9110  0.52
C: -0.3712 2.8282 -5.1858  0.26
C: -0.3576 -1.9475 5.8531  -1.93
H: 3.3212 0.5626 -3.8272  0.58
H: -2.0015 2.2108 5.2594  0.61
C: -1.7475 2.8593 -1.0419  2.41
H: -4.1447 -0.7900 4.9605  0.28
O: 2.5074 -1.4023 1.3056  -0.61
C: 3.7961 -0.0292 -0.5351  0.45
H: 6.9320 -0.3194 -1.6704  0.40
H: 0.8850 -2.6465 2.6975  0.36
C: -3.8929 -1.8206 2.3351  -2.01
H: 5.7888 0.1882 -3.7836  0.40
C: -1.2339 1.8316 -4.7021  0.42
H: -3.3176 -2.8723 4.8884  0.27
H: -2.5525 1.6831 2.5825  0.08
N: 1.3339 0.2799 -0.1994  -0.17
H: -2.7972 -0.8266 6.1000  0.29
C: -0.4995 2.6023 -0.1347  -1.30
C: 5.1575 -0.2451 -0.4764  -0.55
H: 1.5154 -3.1087 4.2721  0.66
F: 0.7496 4.8444 -4.6329  -0.33
H: -2.6391 -3.9330 1.4013  0.54
C: -0.5364 3.8446 -2.9856  0.09
H: -0.6697 1.6969 4.2217  0.26
O: 2.8414 1.0034 1.7020  -0.64
C: 0.6034 -2.8469 3.7310  -2.05
H: 0.4178 2.8817 -0.6424  0.51
H: -0.6059 3.1763 0.7882  0.61
C: -1.9399 -3.1476 1.6993  -1.68
C: 5.8621 -0.1591 -1.6710  -0.62
C: -2.5719 -2.3865 2.8787  2.00
N: -0.4591 1.0629 -8.3033  -0.51
H: -4.5096 -1.3546 3.1015  0.26
C: -3.2108 1.1658 3.2801  -1.69
H: 5.6535 -0.4704 0.4577  0.47
O: 0.8799 0.7186 -2.3976  -0.58
C: 3.8413 0.3396 -2.9052  -0.55
N: -3.0726 5.0383 -0.4328  -0.55
H: -3.9229 0.5837 2.7045  0.32
Ru: -0.5983 0.5738 0.4314  0.46
S: 2.6187 -0.0722 0.7786  0.92
C: -1.7194 1.8428 -3.4122  0.57
C: -0.0481 3.8471 -4.2689  0.30
H: -0.0572 -3.7097 3.7765  0.33
C: -2.5348 1.6859 -0.5943  -0.19
C: -1.4190 1.3462 4.9320  -1.94
H: -3.7661 1.9222 3.8403  0.56
C: 1.6760 0.4560 -1.5091  0.31
C: 1.0840 3.7579 -7.0016  -0.02
H: 1.2959 -0.1171 3.4233  0.22
N: 1.8330 4.5029 -7.4629  -0.51
H: 0.9468 0.2598 5.1148  0.32
H: -3.6274 -4.0821 3.6493  0.52
C: -3.3205 -0.2097 5.3718  -1.84
C: -0.1966 1.8180 -7.4730  0.04
H: -0.9910 -3.6174 1.9340  0.35
H: 2.0540 -1.0398 4.7099  0.56

Atoms 1-2, force components in eV/Å:
0.0018 -0.0021 0.0004
0.0582 -0.0283 -0.0140

Values from the calculation:
**Total energy**: -82373.225 eV
**HOMO level (alpha / beta)**: -8.3749 / -8.9184 eV
**2S+1**: 5
**LUMO (alpha / beta)**: -0.05 / -3.04 eV
**Gap between HOMO and LUMO (alpha / beta)**: 0.306 / 0.216 hartree